This record from OMol25 describes a molecular structure, C2H6O2Sn. The level of theory is ωB97M-V with the def2-TZVPD basis set.

Computed properties:
Energy above the lowest of the compared OMol25 structures with the same formula, charge and spin: 30.2 kcal/mol
Total charge: +2
Orbital gap: 7.108 eV
Highest occupied orbital energy: -19.53 eV
E: -443.81118 a.u.
E_LUMO: -12.4 eV

Structure (XYZ):
```
11
Properties=species:S:1:pos:R:3:forces:R:3:lowdin_charge:R:1
Sn 18.636571 -5.726281 -11.801033 -1.068 2.003 -0.450 1.886
C 15.871746 -3.670631 -12.484217 1.572 0.213 -0.262 -0.186
C 16.856909 -2.820522 -13.283468 -0.679 0.677 -0.399 -0.188
O 18.111893 -3.494860 -13.548733 -0.240 -1.360 1.066 -0.171
O 16.455543 -3.857212 -11.164666 0.013 -0.762 -0.618 -0.164
H 15.751615 -4.655600 -12.940685 -0.198 -0.049 0.018 0.126
H 14.910110 -3.168055 -12.401954 -0.048 -0.089 -0.092 0.152
H 17.070125 -1.893176 -12.749063 -0.017 -0.045 0.164 0.141
H 16.411617 -2.526285 -14.235870 0.015 -0.214 -0.101 0.150
H 18.729726 -2.859110 -13.937769 0.139 -0.131 -0.005 0.128
H 16.237184 -3.024659 -10.719232 0.511 -0.242 0.679 0.127
```
Forces are in eV/Å.